Below is a molecular structure, H20NiO30S5Zn3 in a non-equilibrium geometry, with properties calculated with wB97M-V/def2-TZVPD.

```
! RIJCOSX wB97M-V def2-TZVPD def2/J DEFGRID3
* xyz -2 3
Zn -2.74673 -1.44544 0.90364
Zn 1.23538 2.87765 1.15290
Zn 1.71551 -2.08165 1.30855
Ni 2.14161 0.35982 -2.33162
S 3.38505 0.62330 0.88629
O 3.21044 -0.66539 1.55006
O 2.53034 1.59050 1.62118
O 4.76212 1.06783 0.90689
O 2.84221 0.57010 -0.49217
S 2.84302 -2.72623 -1.78220
O 2.66198 -2.38909 -0.37044
O 4.26913 -2.99049 -2.04784
O 1.97907 -3.82908 -2.23389
O 2.42896 -1.50684 -2.56197
S -0.20757 0.22874 -0.20800
O 0.48073 -0.64908 0.68759
O -1.65704 -0.06939 -0.16926
O -0.01356 1.63516 0.22483
O 0.32396 0.06514 -1.55857
S -0.79228 -4.12913 0.66955
O -1.72146 -2.93471 0.67192
O 0.57451 -3.68604 0.98423
O -1.23430 -5.07712 1.69865
O -0.85959 -4.68394 -0.65259
S 0.11193 -2.55781 4.19290
O 0.74277 -1.97298 3.00417
O -0.89921 -1.61180 4.68902
O -0.46651 -3.87206 3.88788
O 1.14577 -2.75289 5.23509
O -0.91383 2.73042 -3.25520
H -1.45876 1.98731 -2.93422
H -0.10664 2.63779 -2.73593
O 0.03870 4.42377 0.62570
H -0.61534 5.03127 1.04165
H 0.13844 4.73919 -0.30138
O -4.06137 0.12662 1.22482
H -4.93237 0.33606 1.57372
H -3.55625 0.97710 1.17962
O -0.86355 -2.07408 -2.85428
H -1.30946 -1.48084 -3.46986
H -0.33546 -1.47352 -2.28077
O -0.01530 2.44117 2.89295
H -0.89453 2.09214 3.09500
H 0.42429 2.51971 3.75113
O -2.95871 1.17521 -2.00879
H -3.69406 0.56855 -2.13781
H -2.29634 0.65190 -1.50844
O 1.22148 0.43458 -4.24639
H 1.34055 1.17538 -4.85009
H 0.82723 -0.27058 -4.77539
O -2.55453 2.41844 0.77190
H -1.66217 2.06882 0.58228
H -2.85374 2.74914 -0.08569
O 1.82666 2.45897 -2.36347
H 1.85853 3.00822 -3.16078
H 2.34143 2.95431 -1.69479
O -1.59075 -0.47491 2.52308
H -1.44297 -1.04720 3.31859
H -0.68741 -0.27201 2.21606
*
```

Summary:
HOMO energy (spin up / spin down) = -0.7 / -0.7 eV
⟨S²⟩ = 2.005
lowest unoccupied orbital energy (spin up / spin down) = 0.96 / 0.95 eV
Kohn-Sham gap (spin up / spin down) = 1.7 / 1.7 eV

Results of the natural (NBO) charge analysis, in e, for atoms 1 through 2: 1.757, 1.726



Below is 10 unconnected molecules or ions with the total composition H20O10 in a non-equilibrium geometry, with properties calculated with wB97M-V/def2-TZVPD.

```
! RIJCOSX wB97M-V def2-TZVPD def2/J DEFGRID3
* xyz -1 2
O -2.34017 -1.62730 -1.40535
H -2.87280 -0.85131 -1.57963
H -2.43646 -1.77823 -0.46504
O -0.28828 0.62890 -0.01820
H -0.63821 -0.23420 -0.23920
H 0.31431 0.46499 0.70723
O 1.38491 -2.10068 0.76891
H 1.88608 -2.81234 1.16716
H 0.79803 -2.53686 0.15120
O 1.20100 3.52465 -1.30257
H 1.33499 3.50609 -2.25016
H 1.60743 2.71757 -0.98686
O 1.85919 2.47571 2.40190
H 0.96623 2.15536 2.27444
H 2.36236 2.07145 1.69506
O 0.79457 0.86844 -2.59922
H 0.02086 0.50429 -3.02932
H 0.52566 0.99612 -1.68948
O -2.20195 2.33706 0.64278
H -1.62205 1.60085 0.44803
H -3.03066 1.92966 0.89480
O -1.94757 -1.45405 1.21372
H -1.41929 -1.41391 2.01093
H -2.79769 -1.09717 1.47094
O 2.64878 0.50808 0.67629
H 2.39240 -0.38553 0.90426
H 3.59672 0.46147 0.55192
O -0.32450 -3.52161 -0.90840
H -0.77452 -3.95208 -0.18148
H -0.99937 -2.98542 -1.32467
*
```

Summary:
HOMO energy (spin up / spin down) = -0.2 / -7.6 eV
⟨S²⟩ = 0.750
lowest unoccupied orbital energy (spin up / spin down) = 2.79 / 2.68 eV
Kohn-Sham gap (spin up / spin down) = 3.0 / 10.3 eV

Results of the natural (NBO) charge analysis, in e, for atoms 1 through 2: -1.064, 0.464



Below is 10 unconnected molecules or ions with the total composition H20O10 in a non-equilibrium geometry, with properties calculated with wB97M-V/def2-TZVPD.

```
! RIJCOSX wB97M-V def2-TZVPD def2/J DEFGRID3
* xyz 0 1
O 0.06684 -0.81776 1.00954
H 0.44463 -0.13049 0.44924
H -0.79199 -0.99912 0.61141
O 1.55429 2.54902 2.11939
H 2.03665 3.12976 2.71861
H 2.17095 1.82956 1.94306
O 4.28350 -3.00089 -1.38108
H 4.57981 -3.86536 -1.07466
H 3.43349 -2.87592 -0.94420
O -2.32879 -1.47607 1.81054
H -3.08535 -1.38631 2.40092
H -2.72389 -1.59754 0.93984
O 0.80303 4.40663 -2.20949
H 1.64406 4.86927 -2.29682
H 1.05321 3.51131 -1.95496
O 0.86982 -1.56862 3.33317
H 0.48872 -1.72701 2.46215
H 0.95726 -0.60990 3.38007
O -0.59576 -3.49857 -2.40551
H -1.30957 -2.91028 -2.13463
H -0.55465 -3.39222 -3.36258
O 3.78082 1.48588 -0.45501
H 3.46669 1.54633 0.45420
H 3.02305 1.76032 -0.98365
O -4.12140 1.34741 0.08930
H -4.26627 1.87458 0.88309
H -3.23591 1.59602 -0.19895
O -4.06438 -0.14224 -1.40746
H -4.40785 0.44267 -2.09222
H -3.17101 -0.35045 -1.70332
*
```

Summary:
structure (SMILES) = O.O.O.O.O.O.O.O.O.O
HOMO energy = -10.4 eV
lowest unoccupied orbital energy = -0.52 eV
Kohn-Sham gap = 9.9 eV

Results of the natural (NBO) charge analysis, in e, for atoms 1 through 2: -0.943, 0.470